Record 1
A 2-piece molecular cluster, C19H25BClNO8P2S2 overall. Source: the OMol25 dataset; level of theory: the ωB97M-V functional and the def2-TZVPD basis.

Geometry (Å):
Cl (-5.349, 2.341, -1.745)
S (2.196, -2.562, -3.227)
S (3.081, 1.768, -0.645)
P (2.736, -3.939, -0.090)
P (3.162, -0.913, -3.571)
O (-4.669, 1.087, -2.018)
O (-4.740, 3.394, -2.533)
O (-6.743, 2.221, -2.092)
O (-5.222, 2.658, -0.338)
O (3.240, -4.679, 1.116)
O (4.267, -0.477, -2.374)
O (4.967, -1.926, -0.846)
O (0.852, -3.939, 2.976)
N (0.485, -0.735, 1.506)
C (-0.699, -0.637, 2.397)
C (0.328, 4.376, -0.557)
C (0.991, -1.993, 1.199)
C (0.626, 1.844, 1.328)
C (1.104, 0.399, 0.995)
C (-0.699, 2.119, 0.497)
C (-0.703, 5.227, -2.769)
C (2.152, -2.188, 0.308)
C (-1.161, -1.372, 4.851)
C (-1.603, 4.068, -2.806)
C (-0.295, -0.850, 3.916)
C (-0.581, 3.231, -0.582)
C (-0.883, -4.127, 1.073)
C (-1.518, 3.112, -1.716)
C (2.272, 0.314, 0.086)
C (4.087, -1.190, -1.177)
C (-1.807, -3.178, 0.201)
C (0.247, 5.346, -1.667)
C (2.837, -1.015, -0.266)
B (0.353, -3.374, 1.799)
H (-1.213, -2.485, -0.455)
H (-0.943, 1.163, -0.059)
H (3.714, -3.958, -1.118)
H (-0.493, -4.939, 0.388)
H (2.296, 0.187, -3.883)
H (-2.226, 2.240, -1.727)
H (-0.844, -2.215, 5.518)
H (0.341, 1.827, 2.423)
H (0.913, 6.249, -1.671)
H (1.569, -4.579, -0.640)
H (0.293, -4.726, 3.131)
H (-2.367, 3.910, -3.603)
H (-1.561, 2.262, 1.209)
H (-2.200, -0.959, 4.888)
H (-1.174, 0.382, 2.355)
H (0.735, -0.570, 4.278)
H (1.423, 2.614, 1.232)
H (3.954, -1.121, -4.748)
H (1.049, 4.509, 0.279)
H (-1.546, -4.635, 1.834)
H (2.265, 2.281, -1.635)
H (-0.799, 5.967, -3.601)
H (-1.516, -1.342, 2.081)
H (-2.592, -2.633, 0.800)
H (-2.389, -3.838, -0.505)

Computed properties:
total charge	0
E_LUMO	-0.1109	hartree
HOMO level	-7.92	eV
HOMO-LUMO gap	4.90	eV


Record 2
C19H25ClN2Sn as an isolated structure. Source: the OMol25 dataset; level of theory: the ωB97M-V functional and the def2-TZVPD basis.

Geometry (Å):
Sn (-0.006, 0.013, -0.519)
Cl (0.077, 0.277, -2.917)
N (0.706, 2.111, 0.659)
N (0.439, 1.710, 2.956)
C (1.626, 4.216, -0.087)
C (-0.887, 1.823, -5.981)
C (-0.008, -0.541, -6.298)
C (1.143, -2.023, 1.145)
C (-2.330, -0.494, -0.537)
C (-2.204, 0.916, 1.297)
C (-2.201, -1.291, 0.659)
C (1.727, 4.679, 1.234)
C (1.106, 2.953, -0.323)
C (1.616, 1.384, -5.949)
C (1.395, -1.919, -0.269)
C (2.596, -0.264, 0.838)
C (0.238, 0.882, -6.026)
C (-2.128, -0.417, 1.761)
C (1.312, 3.824, 2.246)
C (2.299, -0.786, -0.459)
C (1.885, -1.015, 1.799)
C (0.819, 2.533, 1.940)
C (-2.297, 0.904, -0.125)
H (-0.971, -0.862, -5.881)
H (1.977, -0.903, 2.881)
H (2.107, 5.675, 1.451)
H (-0.032, -0.753, -7.380)
H (-2.301, 1.804, 1.925)
H (1.673, 2.281, -5.318)
H (-2.613, -0.842, -1.529)
H (0.558, -2.799, 1.634)
H (1.349, 4.097, 3.297)
H (1.944, 4.826, -0.924)
H (0.999, 2.568, -1.342)
H (0.780, -1.168, -5.860)
H (-1.790, 1.342, -5.582)
H (-0.652, 2.689, -5.348)
H (2.810, -0.552, -1.388)
H (0.116, 0.754, 2.828)
H (-2.263, -2.377, 0.709)
H (2.290, 0.626, -5.529)
H (0.545, 2.030, 3.910)
H (-2.107, -0.722, 2.813)
H (2.009, 1.658, -6.943)
H (3.325, 0.512, 1.055)
H (-2.520, 1.755, -0.765)
H (1.148, -2.650, -1.034)
H (-1.138, 2.211, -6.983)

Computed properties:
total charge	+2
E_LUMO	-0.2976	hartree
HOMO level	-14.08	eV
HOMO-LUMO gap	5.98	eV


Record 3
C19H25FGaNO2P as an isolated structure. Source: the OMol25 dataset; level of theory: the ωB97M-V functional and the def2-TZVPD basis.

Geometry (Å):
Ga (3.845, -2.666, -0.071)
P (1.486, -2.466, 0.168)
F (4.698, -2.442, 1.544)
O (4.448, -1.342, -1.235)
O (1.106, -2.592, -1.474)
N (1.193, -0.720, 0.319)
C (-2.786, 2.169, 0.247)
C (-2.473, 0.148, -1.020)
C (4.338, -2.646, 4.571)
C (3.879, -2.310, 5.838)
C (4.322, -4.493, -0.758)
C (5.394, -3.537, 4.436)
C (5.526, -3.752, 6.831)
C (-5.206, 6.322, -4.354)
C (-4.019, 2.361, -0.360)
C (-6.181, 4.325, -5.271)
C (5.986, -4.089, 5.564)
C (4.471, -2.860, 6.968)
C (-4.375, 4.164, -3.689)
C (-6.133, 5.710, -5.187)
C (-4.328, 5.549, -3.606)
C (-5.302, 3.553, -4.523)
C (-3.707, 0.340, -1.627)
C (-2.013, 1.064, -0.085)
C (-4.479, 1.446, -1.299)
H (6.810, -4.785, 5.457)
H (-1.051, 0.912, 0.388)
H (0.582, -0.461, -0.448)
H (-5.439, 1.601, -1.777)
H (-6.817, 6.312, -5.771)
H (-1.870, -0.716, -1.271)
H (4.110, -2.595, 7.955)
H (-3.604, 6.025, -2.956)
H (5.396, -1.426, -1.363)
H (-6.902, 3.846, -5.921)
H (5.741, -3.783, 3.441)
H (5.408, -4.601, -0.837)
H (-4.066, -0.375, -2.357)
H (-3.694, 3.560, -3.104)
H (-2.424, 2.882, 0.978)
H (3.899, -2.226, 3.676)
H (-5.337, 2.473, -4.587)
H (1.809, -2.220, -2.019)
H (3.885, -4.650, -1.749)
H (3.054, -1.615, 5.945)
H (5.989, -4.184, 7.711)
H (0.672, -0.556, 1.175)
H (-4.621, 3.226, -0.109)
H (3.947, -5.279, -0.095)
H (-5.167, 7.402, -4.288)

Computed properties:
total charge	-1
E_LUMO	0.0837	hartree
HOMO level	-3.69	eV
HOMO-LUMO gap	5.97	eV


Record 4
C19H25N2OSiW as an isolated structure. Source: the OMol25 dataset; level of theory: the ωB97M-V functional and the def2-TZVPD basis.

Geometry (Å):
W (-1.291, 0.243, -0.514)
Si (-0.711, 0.434, 3.091)
O (-1.089, 0.363, 1.512)
N (-1.986, -1.745, 0.044)
N (-0.104, 0.123, -2.365)
C (0.678, 2.523, 4.599)
C (0.569, -1.917, 4.104)
C (-3.299, -0.870, 6.157)
C (-0.387, 2.177, 3.772)
C (2.063, 1.882, 0.362)
C (-0.185, 4.771, 4.824)
C (-3.333, -0.576, 3.381)
C (1.661, -2.744, 4.410)
C (0.808, 3.827, 5.103)
C (-4.447, -1.112, 4.036)
C (-1.375, 3.126, 3.513)
C (-1.286, 4.423, 4.028)
C (2.082, -0.227, 3.292)
C (2.963, -2.316, 4.145)
C (-4.431, -1.254, 5.428)
C (3.172, -1.057, 3.564)
C (-2.198, -0.202, 4.093)
C (0.780, -0.631, 3.571)
C (-2.183, -0.351, 5.483)
H (-0.723, 0.212, -3.191)
H (2.239, 0.768, 2.874)
H (-2.883, -1.468, 0.417)
H (-3.267, -0.992, 7.239)
H (-5.300, -1.684, 5.937)
H (-2.172, -2.432, -0.660)
H (1.951, 2.444, 1.327)
H (-1.278, -0.098, 6.053)
H (1.487, -3.713, 4.884)
H (4.185, -0.713, 3.366)
H (1.401, 1.750, 4.902)
H (-2.270, 2.814, 2.933)
H (-0.452, -2.252, 4.302)
H (0.424, -0.764, -2.461)
H (-5.316, -1.435, 3.460)
H (2.845, 1.049, 0.485)
H (-3.331, -0.464, 2.281)
H (-2.090, 5.141, 3.858)
H (-0.132, 5.781, 5.253)
H (3.811, -2.951, 4.405)
H (0.660, 0.841, -2.497)
H (2.425, 2.606, -0.430)
H (-1.465, -2.219, 0.797)
H (0.937, 1.471, 0.036)
H (1.638, 4.087, 5.752)

Computed properties:
total charge	+1
E_LUMO (alpha / beta)	-0.1641 / -0.1406	hartree
HOMO level (alpha / beta)	-11.07 / -10.69	eV
HOMO-LUMO gap (alpha / beta)	6.60 / 6.86	eV
2S+1	3


Record 5
A single C19H25N3O3 molecule. Source: the OMol25 dataset; level of theory: the ωB97M-V functional and the def2-TZVPD basis.

Geometry (Å):
O (0.449, -0.556, 0.875)
O (-5.411, -0.787, -0.617)
O (2.341, 3.398, -0.459)
N (-2.507, 0.863, -0.850)
N (2.332, 1.407, 0.608)
N (-0.620, -1.122, -1.020)
C (5.842, -1.481, -0.619)
C (-1.861, -1.471, -0.373)
C (1.448, 0.055, -1.259)
C (3.462, -1.379, 0.790)
C (-4.221, -0.722, 0.023)
C (2.104, 2.737, 0.532)
C (3.705, -0.443, -0.209)
C (0.404, -0.559, -0.342)
C (-6.364, -0.921, 0.320)
C (-4.416, -0.808, 1.371)
C (4.904, -0.506, -0.908)
C (-2.991, -0.517, -0.813)
C (5.593, -2.407, 0.379)
C (-5.814, -0.940, 1.563)
C (1.562, 3.322, 1.821)
C (-3.380, 1.726, -1.620)
C (2.699, 0.630, -0.555)
C (-2.218, 1.446, 0.445)
C (4.401, -2.353, 1.081)
H (6.325, -3.168, 0.608)
H (-6.329, -1.034, 2.496)
H (-3.261, -0.765, -1.848)
H (-2.142, -2.498, -0.623)
H (5.106, 0.219, -1.684)
H (-3.121, 1.625, 1.046)
H (3.166, 1.339, -1.249)
H (1.936, 0.879, 1.372)
H (-2.902, 2.700, -1.721)
H (-4.366, 1.870, -1.154)
H (-7.378, -0.990, -0.018)
H (2.534, -1.354, 1.338)
H (-1.687, -1.410, 0.702)
H (1.759, -0.683, -2.001)
H (6.770, -1.515, -1.171)
H (1.414, 4.391, 1.700)
H (-1.717, 2.400, 0.280)
H (-0.664, -0.989, -2.018)
H (-3.525, 1.306, -2.615)
H (2.264, 3.143, 2.631)
H (0.948, 0.877, -1.780)
H (0.614, 2.850, 2.070)
H (-1.545, 0.800, 1.003)
H (-3.667, -0.787, 2.136)
H (4.200, -3.073, 1.861)

Computed properties:
total charge	0
E_LUMO	0.0248	hartree
relative energy (zero: lowest compared OMol25 entry of this formula, charge and spin)	2.6444	eV
HOMO level	-8.60	eV
HOMO-LUMO gap	9.28	eV
structure (SMILES)	CC(=O)N[C@H](CC(=O)NC[C@@H](c1ccco1)N(C)C)c1ccccc1


Record 6
C19H25N3O3 as an isolated structure. Source: the OMol25 dataset; level of theory: the ωB97M-V functional and the def2-TZVPD basis.

Geometry (Å):
O (-4.979, 0.347, 0.806)
O (1.604, -2.744, -1.086)
O (4.739, 0.871, 0.187)
N (0.916, -1.615, 0.695)
N (0.264, -2.809, -1.362)
N (2.465, 0.914, 0.737)
C (-3.629, -1.074, -0.875)
C (1.842, 1.836, -1.583)
C (3.850, -0.955, 1.283)
C (1.965, -2.198, -0.150)
C (-2.455, -1.512, -0.901)
C (-1.734, -0.761, 1.140)
C (3.433, -2.369, 0.442)
C (-3.891, -0.334, 0.477)
C (-0.194, -1.783, -0.331)
C (-3.014, -0.230, 1.399)
C (3.620, 0.374, 0.768)
C (-0.093, 2.416, 1.063)
C (2.369, 2.113, -0.183)
C (-6.131, 0.240, -0.028)
C (-1.506, -1.496, 0.197)
C (1.382, 2.837, 0.629)
C (-1.048, 2.689, -0.036)
C (-0.612, 2.647, -1.605)
C (0.319, 1.350, -1.888)
H (0.132, 0.565, -1.257)
H (-1.559, 3.882, 0.099)
H (0.271, 1.198, -2.742)
H (3.008, -1.000, 2.293)
H (3.167, 2.626, -0.327)
H (4.706, -1.227, 1.641)
H (-0.151, 3.472, -1.649)
H (-6.042, 0.859, -0.968)
H (-6.996, 0.824, 0.267)
H (-6.312, -0.792, -0.384)
H (1.960, 2.561, -2.232)
H (-3.169, 0.158, 2.430)
H (-1.014, -0.554, 2.049)
H (1.837, 3.099, 1.597)
H (3.748, -3.232, 0.865)
H (3.985, -2.214, -0.424)
H (-1.530, 2.419, -2.152)
H (1.727, 0.501, 0.637)
H (-4.264, -1.095, -1.466)
H (-0.081, 1.450, 1.352)
H (-1.846, 1.987, 0.255)
H (-0.459, 2.842, 1.923)
H (1.303, 4.124, 0.058)
H (2.425, 0.943, -1.996)
H (-2.080, -1.990, -1.858)

Computed properties:
total charge	0
E_LUMO	-0.0005	hartree
relative energy (zero: lowest compared OMol25 entry of this formula, charge and spin)	20.4296	eV
HOMO level	-8.81	eV
HOMO-LUMO gap	8.80	eV


Record 7
A single C19H25N3O4S molecule. Source: the OMol25 dataset; level of theory: the ωB97M-V functional and the def2-TZVPD basis.

Geometry (Å):
S (0.991, 2.135, 2.298)
O (-0.943, -3.079, 1.386)
O (2.294, 2.722, 2.408)
O (0.898, -3.917, 0.397)
O (0.129, 2.132, 3.440)
N (-1.147, 3.605, -1.369)
N (0.192, 2.920, 1.065)
N (2.114, -1.289, 0.725)
C (-1.205, -5.281, 2.404)
C (-1.590, -4.347, 1.266)
C (0.337, 0.860, -2.703)
C (0.267, -0.573, 1.758)
C (-1.315, -1.022, -1.535)
C (2.314, -0.004, 1.062)
C (3.066, -2.129, 0.054)
C (-0.930, 1.241, -2.277)
C (-0.049, -1.388, -1.961)
C (0.230, 3.971, -1.120)
C (0.314, -2.999, 0.929)
C (1.194, 0.471, 1.712)
C (-1.159, 2.453, 0.846)
C (0.958, 3.022, -0.157)
C (-1.406, 2.667, -2.446)
C (0.861, -1.663, 1.139)
C (-1.751, 0.281, -1.696)
C (-1.861, 3.411, -0.127)
C (0.777, -0.442, -2.544)
H (-2.490, 2.663, -2.599)
H (-1.965, -1.755, -1.081)
H (1.087, 2.030, -0.618)
H (1.762, -0.721, -2.890)
H (0.221, 4.968, -0.668)
H (-0.704, -0.548, 2.207)
H (-1.655, 2.450, 1.816)
H (3.290, -3.007, 0.661)
H (-2.747, 0.555, -1.377)
H (-0.144, -5.510, 2.353)
H (0.982, 1.589, -3.175)
H (-1.937, 4.390, 0.357)
H (0.766, 4.022, -2.069)
H (0.283, -2.410, -1.852)
H (-0.944, 3.091, -3.343)
H (3.230, 0.514, 0.856)
H (-1.421, -4.813, 3.362)
H (3.979, -1.562, -0.122)
H (-1.154, 1.430, 0.440)
H (1.936, 3.418, 0.114)
H (-2.867, 3.049, -0.343)
H (-1.769, -6.205, 2.323)
H (-2.658, -4.121, 1.287)
H (2.662, -2.478, -0.897)
H (-1.321, -4.794, 0.303)

Computed properties:
total charge	0
E_LUMO	0.0241	hartree
relative energy (zero: lowest compared OMol25 entry of this formula, charge and spin)	2.7256	eV
HOMO level	-8.37	eV
HOMO-LUMO gap	9.03	eV
structure (SMILES)	CCOC(=O)c1cc(S(=O)(=O)N2CCN(Cc3ccccc3)CC2)cn1C


Record 8
A single C19H25N3O4S molecule. Source: the OMol25 dataset; level of theory: the ωB97M-V functional and the def2-TZVPD basis.

Geometry (Å):
S (-1.866, -0.721, -1.121)
O (-1.086, -1.920, -1.188)
O (-2.898, -0.619, -0.133)
O (3.350, 0.464, 0.383)
O (-3.901, 0.346, -4.294)
N (-2.912, -0.350, -4.912)
N (1.267, -0.261, 0.951)
N (-0.801, 0.517, -0.833)
C (-3.710, 0.321, -2.971)
C (-0.912, -1.624, -4.303)
C (1.158, -3.570, 2.525)
C (0.385, 0.582, -1.656)
C (-0.276, 2.525, 0.399)
C (-1.324, 1.806, -0.449)
C (2.149, 0.446, 0.209)
C (1.938, 1.192, 3.875)
C (-2.571, -0.397, -2.708)
C (1.033, 2.650, -0.379)
C (-4.676, 0.999, -2.080)
C (2.399, -1.099, 2.991)
C (3.002, 0.230, 3.344)
C (-2.106, -0.805, -3.992)
C (2.610, -2.189, 3.830)
C (1.568, -1.284, 1.885)
C (0.939, -2.508, 1.671)
C (2.009, -3.413, 3.606)
C (1.520, 1.291, -0.908)
H (-4.556, 0.613, -1.071)
H (3.763, 0.084, 4.113)
H (-0.049, -0.981, -4.473)
H (-4.504, 2.075, -2.080)
H (-1.089, -2.198, -5.208)
H (-0.644, 3.515, 0.670)
H (3.487, 0.662, 2.469)
H (-0.698, -2.285, -3.467)
H (0.878, 3.318, -1.230)
H (2.195, -4.237, 4.278)
H (2.388, 2.149, 4.130)
H (1.466, 0.782, 4.766)
H (1.166, 1.362, 3.128)
H (0.328, -0.326, 0.573)
H (-2.236, 1.624, 0.118)
H (-1.565, 2.407, -1.341)
H (-5.689, 0.821, -2.435)
H (-0.113, 1.958, 1.315)
H (2.336, 1.474, -1.615)
H (0.669, -4.516, 2.346)
H (1.806, 3.087, 0.254)
H (3.256, -2.064, 4.687)
H (0.664, -0.444, -1.902)
H (0.279, -2.617, 0.821)
H (0.174, 1.129, -2.589)

Computed properties:
total charge	0
E_LUMO	0.0184	hartree
relative energy (zero: lowest compared OMol25 entry of this formula, charge and spin)	2.9992	eV
HOMO level	-8.60	eV
HOMO-LUMO gap	9.10	eV
structure (SMILES)	CCc1ccccc1NC(=O)[C@@H]1CCCN(S(=O)(=O)c2c(C)noc2C)C1